Record 1
ORCA calculation (the ωB97M-V functional and the def2-TZVPD basis) on an isolated molecule of C4H6N2S2.

Values from the calculation:
highest occupied orbital energy	-8.825	eV
SMILES	S=CN1C[C@@H]1/C=N/S
molecular weight	146.24	g/mol
multiplicity	1

```
14
C4H6N2S2 the ωB97M-V functional and the def2-TZVPD basis
S -3.2205 -1.5686 0.0641
C -2.4116 -0.2293 -0.6106
N -1.0874 0.1158 -0.5447
C -0.5031 1.3951 -0.0317
C -0.2080 0.0041 0.5652
C 1.0096 -0.7013 0.1927
N 2.1161 -0.1028 0.1032
S 3.4318 -1.2418 -0.2581
H -2.9804 0.4754 -1.2445
H 0.3267 1.8776 -0.5914
H -0.9329 2.0556 0.7449
H -0.8138 -0.1544 1.5136
H 0.8388 -1.8591 -0.1306
H 4.4347 -0.0663 0.2278
```

Löwdin atomic charge list, values in e, 4 entries: atom 1 (S): 0.54, atom 2 (C): -0.65, atom 3 (N): -0.12, atom 4 (C): -0.02

Record 2
ORCA calculation (the ωB97M-V functional and the def2-TZVPD basis) on a structure of composition C4H6N3.

Values from the calculation:
charge	+1
highest occupied orbital energy	-14.727	eV
molecular weight	96.11	g/mol
multiplicity	1

```
13
C4H6N3 the ωB97M-V functional and the def2-TZVPD basis
C 2.0196 -1.0248 -0.0982
C 1.0061 -0.2084 -0.0581
C -1.4495 0.0444 0.7719
C -1.2628 0.8908 -0.4772
N 2.8823 0.1883 0.0779
N 1.9577 0.9757 0.1490
N -0.6306 -0.4091 -0.3359
H 2.3578 -2.0864 -0.1821
H -1.0065 0.3696 1.6971
H -2.4305 -0.4039 0.9726
H -1.9899 1.1814 -1.2171
H -0.6349 1.6759 -0.3908
H -0.8188 -1.1934 -0.9091
```

Löwdin atomic charge list, values in e, 4 entries: atom 1 (C): 0.03, atom 2 (C): -0.09, atom 3 (C): -0.01, atom 4 (C): -0.02

Record 3
ORCA calculation (the ωB97M-V functional and the def2-TZVPD basis) on the ion C4H6N3O with charge +1.

Values from the calculation:
charge	+1
highest occupied orbital energy (spin up / spin down)	-13.159 / -13.365	eV
molecular weight	112.11	g/mol
multiplicity	1

```
14
C4H6N3O the ωB97M-V functional and the def2-TZVPD basis
C 1.1739 1.5133 0.1782
C 0.1127 -0.5985 0.1928
C 2.4731 -0.5445 -0.1540
C -2.3468 -0.2632 0.0032
N -0.8600 1.4791 0.2855
N -0.9948 0.2785 0.1904
N 1.3794 0.2435 0.0906
O -0.0019 -1.7614 0.2671
H 1.2864 2.4719 -0.4366
H 2.5390 -1.6261 -0.0153
H 3.4219 0.0632 -0.2749
H -2.7912 0.3601 -0.8635
H -2.2570 -1.3768 -0.2687
H -3.1346 -0.2392 0.8051
```

Löwdin atomic charge list, values in e, 4 entries: atom 1 (C): 0.12, atom 2 (C): -0.32, atom 3 (C): 0.15, atom 4 (C): 0.03

Record 4
ORCA calculation (the ωB97M-V functional and the def2-TZVPD basis) on the ion C4H6N3O with charge +1.

Values from the calculation:
charge	+1
highest occupied orbital energy (spin up / spin down)	-13.011 / -13.009	eV
SMILES	[NH+]#C/C=C\C(O)=N\N
molecular weight	112.11	g/mol
multiplicity	1

```
14
C4H6N3O the ωB97M-V functional and the def2-TZVPD basis
N 0.7278 0.6529 -2.3580
C 0.8998 -0.0408 -1.4233
C 1.7388 -0.5702 -0.4336
C 1.2924 -0.6068 0.8510
C -0.0556 -0.2508 1.1205
O -0.4969 0.2297 2.2837
N -0.7616 -0.1083 0.0268
N -1.9028 0.4508 -0.1557
H 0.2818 0.9095 -3.2803
H 2.7273 -0.9552 -0.6810
H 1.9947 -0.8103 1.5489
H -1.3567 -0.0243 2.6659
H -2.4032 0.9091 0.5827
H -2.6860 0.2148 -0.7475
```

Löwdin atomic charge list, values in e, 4 entries: atom 1 (N): 0.31, atom 2 (C): -0.07, atom 3 (C): -0.01, atom 4 (C): 0.08

Record 5
ORCA calculation (the ωB97M-V functional and the def2-TZVPD basis) on an isolated molecule of C4H6N4.

Values from the calculation:
highest occupied orbital energy	-9.196	eV
SMILES	N/N=C\C1C=NN=C1
molecular weight	110.12	g/mol
multiplicity	1

```
14
C4H6N4 the ωB97M-V functional and the def2-TZVPD basis
N -1.4980 -1.1895 -0.5770
N -2.0231 0.0303 -0.1162
C -1.2273 0.8152 0.4484
C 0.3219 0.6225 0.3853
C 1.0996 -0.5691 0.9815
N 2.1383 -0.7788 0.1935
N 2.0337 -0.0255 -0.9842
C 0.9817 0.7352 -0.9051
H -2.4776 -1.6129 -1.1587
H -0.7550 -1.7440 -0.1404
H -1.5973 1.8955 0.5984
H 0.9837 1.4684 0.9724
H 1.2232 -1.0388 2.0584
H 0.7962 1.3915 -1.7562
```

Löwdin atomic charge list, values in e, 4 entries: atom 1 (N): -0.04, atom 2 (N): -0.07, atom 3 (C): -0.18, atom 4 (C): -0.29

Record 6
ORCA calculation (the ωB97M-V functional and the def2-TZVPD basis) on a structure of composition C4H6N4.

Values from the calculation:
highest occupied orbital energy	-7.736	eV
molecular weight	110.12	g/mol
multiplicity	1

```
14
C4H6N4 the ωB97M-V functional and the def2-TZVPD basis
C 1.0706 -1.2189 0.1403
C -0.2229 -0.5810 0.0082
C -0.5122 0.8115 -0.1128
C -1.8086 0.8538 -0.0980
H 1.8999 0.7009 1.1922
H 3.3498 0.7771 -0.1909
H 0.9792 -2.2955 -0.1174
H 0.2028 1.7329 -0.1633
H -2.3793 1.7369 0.3002
H -3.2475 -0.8823 -0.7307
N 2.2015 0.6259 -0.0142
N 2.1781 -0.6330 -0.2879
N -2.2896 -0.4028 -0.0013
N -1.4217 -1.2256 0.0755
```

Löwdin atomic charge list, values in e, 4 entries: atom 1 (C): -0.14, atom 2 (C): -0.27, atom 3 (C): -0.09, atom 4 (C): -0.19

Record 7
ORCA calculation (the ωB97M-V functional and the def2-TZVPD basis) on an isolated molecule of C4H6N4.

Values from the calculation:
highest occupied orbital energy (spin up / spin down)	-9.308 / -8.852	eV
molecular weight	110.12	g/mol
multiplicity	1

```
14
C4H6N4 the ωB97M-V functional and the def2-TZVPD basis
C 1.0090 -1.1257 -0.6176
C 0.7845 -0.7194 0.8464
C -0.6577 0.6364 -0.7542
C -0.3414 0.3102 0.8577
N -1.3967 -0.6091 -0.6972
N -0.1958 -0.5919 -1.3075
N -0.6671 1.8330 -1.2982
N -0.6304 1.0335 1.8362
H -1.6043 2.2275 -1.3766
H -1.3535 1.7191 1.6259
H 1.0528 -2.2005 -0.7855
H 1.8755 -0.6423 -1.0646
H 1.6733 -0.2911 1.3035
H 0.4518 -1.5797 1.4316
```

Löwdin atomic charge list, values in e, 4 entries: atom 1 (C): -0.13, atom 2 (C): -0.11, atom 3 (C): -0.57, atom 4 (C): -0.28

Record 8
ORCA calculation (the ωB97M-V functional and the def2-TZVPD basis) on a structure of composition C4H6N4.

Values from the calculation:
highest occupied orbital energy	-8.225	eV
molecular weight	110.12	g/mol
multiplicity	1

```
14
C4H6N4 the ωB97M-V functional and the def2-TZVPD basis
C -0.4735 0.7263 -0.1117
C -0.4976 -0.6624 -0.0869
C 0.9822 0.7504 -0.1845
C 0.9308 -0.7885 -0.1261
N 1.8503 1.6690 -0.0763
N 1.8248 -1.6917 -0.0673
N -1.5588 1.5724 -0.1565
N -1.5211 -1.6033 -0.1785
H 2.8191 1.5352 -0.0798
H 2.7765 -1.3939 -0.1526
H -2.3180 1.0675 0.3373
H -1.3998 2.4157 0.3208
H -2.3052 -1.1973 0.3370
H -1.1097 -2.3996 0.2251
```

Löwdin atomic charge list, values in e, 4 entries: atom 1 (C): -0.20, atom 2 (C): -0.22, atom 3 (C): -0.27, atom 4 (C): -0.29

Record 9
ORCA calculation (the ωB97M-V functional and the def2-TZVPD basis) on an isolated molecule of C4H6N4.

Values from the calculation:
highest occupied orbital energy	-9.853	eV
SMILES	C[C@@H]1Cc2nnnn21
molecular weight	110.12	g/mol
multiplicity	1

```
14
C4H6N4 the ωB97M-V functional and the def2-TZVPD basis
C 2.1062 -0.7228 0.5786
C 1.2620 -0.1825 -0.4897
C 0.9674 1.4045 -0.2721
C -0.4305 0.8214 0.2274
N -1.7633 0.7943 0.4110
N -2.0850 -0.4377 0.1652
N -1.0222 -1.2280 -0.3188
N -0.0842 -0.3879 -0.3780
H 2.9526 0.0532 0.9385
H 2.5500 -1.6832 0.2467
H 1.6614 -0.9349 1.7024
H 1.4525 -0.5474 -1.5292
H 1.0105 1.8499 -1.3010
H 1.6257 2.1530 0.5230
```

Löwdin atomic charge list, values in e, 4 entries: atom 1 (C): -0.09, atom 2 (C): -0.38, atom 3 (C): -0.01, atom 4 (C): -0.20

Record 10
ORCA calculation (the ωB97M-V functional and the def2-TZVPD basis) on an isolated molecule of C4H6N4.

Values from the calculation:
highest occupied orbital energy	-9.351	eV
SMILES	c1nn[nH]c1N1CC1
molecular weight	110.12	g/mol
multiplicity	1

```
14
C4H6N4 the ωB97M-V functional and the def2-TZVPD basis
C 0.2779 -1.2068 -0.2052
N -0.7403 -2.1546 0.0211
N -1.7827 -1.5048 0.4505
N -1.4415 -0.2132 0.5930
C -0.1736 0.1057 0.0393
N 0.3321 1.4185 -0.0034
C 1.2808 1.5949 -1.1223
C 1.8118 1.5227 0.2899
H 1.2538 -1.6137 -0.5587
H -2.1910 0.4430 0.9929
H 1.4449 0.7120 -1.7499
H 1.3045 2.5589 -1.6268
H 2.1570 2.4005 0.8580
H 2.2765 0.5790 0.6459
```

Löwdin atomic charge list, values in e, 4 entries: atom 1 (C): -0.11, atom 2 (N): -0.02, atom 3 (N): -0.06, atom 4 (N): 0.02

Record order is preserved below.
Maximum force: 4.8 5.1 5.3 3.6 6.2 10.7 2.9 3.1 6.2 3.8 eV/A